13
Properties=species:S:1:pos:R:3:forces:R:3 method="wB97M-V/def2-TZVPD" smiles="C[C@H]1NCC1=O" homo_energy_ev=-9.576 de_lowest_kj_mol=219.2
O 0.835775 2.090173 1.058581 0.0 -1.0 -1.0
N 0.683903 -1.002859 0.293028 -0.1 -0.7 0.0
C -1.512882 -0.087700 -0.440122 0.0 0.1 0.0
C 1.385666 -0.021589 -0.529204 0.0 0.5 0.1
C 0.605285 1.094101 0.432728 0.3 -0.5 0.3
C -0.419355 -0.093032 0.627642 -0.1 0.3 0.1
H -2.404839 0.419790 -0.064490 0.1 0.0 -0.1
H -1.783925 -1.106147 -0.743972 0.1 0.2 0.2
H -1.179525 0.451011 -1.332907 -0.1 -0.1 0.1
H 0.969181 -0.024883 -1.545906 0.1 0.2 0.3
H 1.241548 -1.127450 1.137264 -0.2 -0.1 -0.2
H 2.457721 -0.259555 -0.609215 -0.2 0.8 0.3
H -0.830308 -0.307020 1.622768 0.1 0.4 -0.1

13
Properties=species:S:1:pos:R:3:forces:R:3 method="wB97M-V/def2-TZVPD" smiles=C[N@+]12C[C@H]1[C@@H]2[O-] homo_energy_ev=-8.426 de_lowest_kj_mol=504.4
O -0.356301 2.327668 0.071632 -1.4 -0.3 -0.5
N -0.245222 -0.159069 -0.437456 1.6 -3.2 1.3
C -1.280656 -0.661193 0.452528 -0.4 0.2 0.3
C 1.006508 0.446145 0.255063 -0.5 1.2 -0.3
C 1.295451 -0.836762 -0.284069 -2.3 0.9 -1.5
C 0.104556 1.414331 -0.619844 3.1 1.1 0.6
H -1.154242 -1.564488 1.097476 0.8 0.6 -0.8
H 0.892386 0.740887 1.284720 0.2 -0.4 0.3
H 1.557081 -0.760261 -1.328577 1.0 -0.9 0.0
H -2.113585 -0.880773 -0.215608 -0.4 0.3 0.5
H 1.330255 -1.774756 0.302469 -0.1 0.8 -0.5
H 0.343977 1.517379 -1.691055 -0.2 -0.2 0.2
H -1.380209 0.190894 1.112721 -1.3 0.1 0.4

13
Properties=species:S:1:pos:R:3:forces:R:3 method="wB97M-V/def2-TZVPD" smiles="CC=C=N.C=O" homo_energy_ev=-9.006 de_lowest_kj_mol=321.4
O 2.545507 -0.137436 -0.115265 -0.4 -0.1 0.0
N 0.886403 2.069433 -0.130891 0.0 -0.2 -0.2
C -0.708875 0.250038 0.579742 0.2 0.7 -0.6
C 0.226376 1.082897 0.132853 -1.6 1.1 0.9
C 1.520501 -0.783191 0.007553 1.1 -1.8 0.8
C -1.729444 -0.389690 -0.308998 0.1 0.0 -0.2
H 1.869113 1.910650 -0.362092 0.1 -0.3 0.0
H 1.015280 -1.279364 -0.837066 -0.1 0.4 -0.3
H -1.834204 -1.449228 -0.079216 -0.1 -0.1 -0.1
H -0.812569 0.112358 1.647341 0.3 0.0 0.1
H 1.178792 -1.203860 0.991698 0.5 0.3 -0.5
H -1.459232 -0.278642 -1.357966 0.0 -0.1 0.0
H -2.697648 0.096036 -0.167693 0.0 -0.1 0.0

Gap between HOMO and LUMO list, top to bottom, in eV: 10.6, 9.2, 9.8
Energy list, top to bottom, in a.u.: -286.5482, -286.4395, -286.5092